Entry 1:
Entry from the OMol25 dataset: C44H32F14N3O7PPdS2 as an isolated structure (ωB97M-V with the def2-TZVPD basis set).

Output
Calculated total energy (eV): -137442.52349
Molecular weight (g mol⁻¹): 1182.25
Net charge: -2
Gap between HOMO and LUMO (eV): 6.73
Relative energy (zero: lowest compared OMol25 entry of this formula, charge and spin) (kcal/mol): 0.0

The geometry in XYZ format:
```
104
Properties=species:S:1:pos:R:3:mulliken_charge:R:1
Pd -0.08949 -0.45941 0.28398 1.998
C 3.84988 -3.34103 7.05096 -1.524
C 2.96888 -2.52343 6.14459 1.283
C 3.20796 -2.46643 4.77364 -0.960
C 2.39436 -1.71719 3.94051 -0.598
C 1.33360 -1.00170 4.47263 -0.863
C 1.07493 -1.05293 5.83045 -0.363
C 1.88971 -1.81192 6.65863 -0.695
S 0.31091 -0.02945 3.36985 1.381
O -0.73821 0.49335 4.22619 -0.693
O 1.20216 0.93506 2.76470 -0.709
N -0.15512 -1.05597 2.26751 0.545
C -1.19845 -2.00997 2.66201 -0.897
C -2.01538 -2.63730 1.50668 -0.137
O -2.71718 -3.60243 1.83728 -0.849
O -1.90225 -2.15097 0.34231 -0.506
H 4.63407 -3.84315 6.48468 0.331
H 3.27347 -4.10516 7.57687 0.327
H 4.32982 -2.71571 7.80682 0.323
H 4.03525 -3.02532 4.34983 0.308
H 2.55187 -1.70498 2.86985 0.258
H 0.23200 -0.49889 6.22013 0.510
H 1.68071 -1.85396 7.72273 0.355
H -1.93714 -1.53657 3.30895 0.454
H -0.74285 -2.84229 3.21284 0.495
F 6.33717 2.04807 1.79338 -0.359
C 5.32696 1.25649 1.40181 0.668
C 5.44039 -0.11922 1.47799 0.391
F 6.56753 -0.67086 1.95661 -0.352
C 4.39024 -0.91702 1.06792 -0.345
F 4.55958 -2.24461 1.18662 -0.447
C 3.18932 -0.40685 0.56452 1.453
S 1.94167 -1.55010 0.10840 -0.447
C 3.11827 0.98329 0.49305 -0.821
F 2.04594 1.59378 0.00492 -0.251
C 4.15723 1.79960 0.90518 0.076
F 4.04176 3.13013 0.81195 -0.362
C -1.44045 3.45709 3.19045 -1.053
C -2.85049 2.88078 3.18093 -1.441
C -3.36954 2.45233 1.78416 2.744
C -4.87278 2.15406 1.85869 -1.612
C -5.44276 1.61930 0.55053 -1.087
C -3.14758 3.60519 0.84089 -0.488
O -3.79267 4.63918 0.86586 -0.737
N -2.13989 3.42092 -0.05080 0.269
C -1.33534 2.27817 -0.21073 -1.253
O -0.46547 2.37142 -1.07508 -0.740
N -1.56811 1.17443 0.51521 2.868
C -2.62301 1.15781 1.40282 -2.163
O -2.98158 0.14712 1.96311 -0.459
H -1.13125 3.66763 4.21487 0.457
H -1.38869 4.39258 2.62715 0.365
H -0.71450 2.75456 2.78253 -0.023
H -3.55891 3.61589 3.57614 0.512
H -2.88719 1.98905 3.80906 0.444
H -5.37408 3.08221 2.14088 0.520
H -5.01876 1.42333 2.65424 0.419
H -5.26697 2.31419 -0.27498 0.240
H -6.52066 1.46598 0.62738 0.594
H -4.98672 0.66009 0.30029 0.115
H -1.91889 4.17915 -0.67746 0.309
F 1.00197 -5.93928 -5.36471 -0.278
C -0.13908 -5.66890 -4.68429 0.746
F -0.34207 -6.69908 -3.84599 -0.291
F -1.13300 -5.71585 -5.60465 -0.274
C -0.07679 -4.34397 -3.98813 0.546
C 0.24116 -3.21684 -4.74363 -1.301
C 0.30066 -1.98302 -4.12859 -0.415
C 0.05906 -1.85928 -2.75846 0.317
C -0.28518 -2.98358 -2.02019 0.186
C -0.35188 -4.22833 -2.63721 -0.873
P 0.02412 -0.21177 -1.93393 2.299
C 1.44823 0.62859 -2.73028 0.148
C 1.43095 1.96863 -3.11163 -0.360
C 2.56921 2.57423 -3.61872 -1.314
C 3.75005 1.85455 -3.72329 0.418
C 3.79107 0.52443 -3.32759 -1.146
C 2.64598 -0.08270 -2.84194 -0.777
C 4.97221 2.49841 -4.30494 0.804
F 5.04587 2.32452 -5.65005 -0.279
F 5.00611 3.82936 -4.09890 -0.286
F 6.11395 1.99165 -3.80051 -0.279
C -1.51831 0.36495 -2.72204 1.055
C -2.68419 -0.07740 -2.09714 -0.752
C -3.92093 0.25757 -2.63047 -1.085
C -3.99044 1.02682 -3.78209 0.380
C -2.82863 1.45509 -4.41616 -1.378
C -1.59634 1.12028 -3.88722 -0.515
C -5.30970 1.39662 -4.38808 0.777
F -5.48818 0.82549 -5.60556 -0.285
F -5.42139 2.73042 -4.59103 -0.282
F -6.35872 1.02916 -3.63405 -0.286
H 0.44008 -3.31093 -5.80376 0.378
H 0.54228 -1.10827 -4.71926 0.473
H -0.55509 -2.88083 -0.97172 -0.110
H -0.62314 -5.09809 -2.05517 0.530
H 0.53482 2.55231 -2.98009 0.678
H 2.54044 3.61674 -3.90555 0.422
H 4.71483 -0.03593 -3.38571 0.416
H 2.69406 -1.11124 -2.51567 0.493
H -2.62510 -0.69002 -1.19933 0.304
H -4.82505 -0.07990 -2.14293 0.518
H -2.89143 2.05093 -5.31821 0.402
H -0.69578 1.45703 -4.38428 0.497
```

---

Entry 2:
Entry from the OMol25 dataset: C44H32F3N3O3SbV as an isolated structure at a distorted geometry (ωB97M-V with the def2-TZVPD basis set).

Output
Calculated total energy (eV): -97138.81007
Molecular weight (g mol⁻¹): 880.46
Net charge: 0
Gap between HOMO and LUMO (alpha / beta) (eV): 7.18 / 7.18
Relative energy (zero: lowest compared OMol25 entry of this formula, charge and spin) (kcal/mol): 18.6
Spin multiplicity: 3

The geometry in XYZ format:
```
87
Properties=species:S:1:pos:R:3:mulliken_spin:R:1
V 0.51410 -0.06600 -0.89270 2.013
O -2.08990 3.96370 1.37760 -0.001
C -2.80880 3.72340 0.27120 -0.008
C -3.85520 4.59420 -0.03290 0.001
C -4.62830 4.40600 -1.15880 -0.002
C -4.40190 3.32670 -2.00300 0.001
C -3.36700 2.46340 -1.72500 -0.003
C -2.55350 2.65020 -0.60480 -0.007
C -1.36790 1.80560 -0.45990 0.013
O -1.08260 0.91200 -1.33910 -0.027
N -0.53030 2.04830 0.52050 0.016
N 0.62030 1.35560 0.32150 -0.070
C 1.70210 1.86460 0.83620 0.076
C 3.00240 1.41000 0.49420 0.019
C 4.12260 1.84910 1.21780 0.022
C 5.38270 1.42530 0.88030 -0.013
C 5.56550 0.57210 -0.21000 0.023
C 4.49590 0.17550 -0.97790 -0.016
C 3.18850 0.58730 -0.65760 -0.001
O 2.19510 0.26150 -1.42680 0.029
H -1.33690 3.33110 1.40270 -0.003
H -4.02940 5.41890 0.63970 0.000
H -5.41510 5.10580 -1.39280 0.000
H -5.02780 3.17390 -2.86820 0.000
H -3.14040 1.63640 -2.38050 -0.001
H 1.59820 2.72290 1.49660 -0.001
H 3.97560 2.53320 2.04200 0.000
H 6.23470 1.75480 1.45150 0.000
H 6.55940 0.22850 -0.45970 0.001
H 4.62800 -0.44950 -1.85130 0.001
C 2.42290 -3.67970 -3.34000 0.010
C 3.00590 -3.78500 -2.08470 -0.004
C 2.46390 -3.11370 -1.00650 0.030
C 1.29950 -2.35090 -1.15910 -0.109
C 0.73700 -2.21910 -2.44020 0.102
C 1.30970 -2.87210 -3.51800 0.005
N 0.72860 -1.66680 -0.09850 -0.185
C 0.51790 -2.27150 1.11530 -0.002
C 0.54310 -3.66480 1.29330 -0.006
C 0.30440 -4.22160 2.53380 0.004
C -0.01050 -3.41700 3.61610 -0.006
C -0.11590 -2.04560 3.43920 0.005
C 0.15100 -1.47400 2.21150 0.035
H 2.84350 -4.21180 -4.18010 0.001
H 3.89140 -4.38980 -1.94670 0.000
H 2.91790 -3.16450 -0.02460 0.000
H -0.17800 -1.63200 -2.58270 0.011
H 0.87280 -2.76910 -4.50210 0.000
H 0.74520 -4.31170 0.45110 0.000
H 0.35470 -5.29490 2.65410 0.000
H -0.19590 -3.85480 4.58400 0.000
H -0.41900 -1.41750 4.26430 0.000
H 0.09080 -0.39790 2.07680 -0.002
F -4.25800 -7.47600 -1.65290 0.000
C -3.91300 -6.20290 -1.35690 0.000
C -4.85340 -5.36090 -0.79020 0.000
C -4.49050 -4.06060 -0.48010 -0.001
C -3.19000 -3.62380 -0.67800 0.001
C -2.27350 -4.48350 -1.26560 0.001
C -2.62610 -5.77400 -1.62220 0.000
Sb -2.49610 -1.60950 -0.25020 0.056
C -4.03760 -0.91500 -1.59340 -0.003
C -3.74040 -0.96820 -2.94800 -0.002
C -4.67420 -0.58610 -3.89260 0.000
C -5.91000 -0.14610 -3.45450 0.000
F -6.82040 0.25630 -4.36780 0.000
C -6.24060 -0.11240 -2.11300 0.000
C -5.29080 -0.49540 -1.18190 0.000
C -3.55320 -1.25690 1.61820 -0.001
C -3.60230 0.04260 2.11040 -0.003
C -4.18810 0.31850 3.33430 0.000
C -4.72550 -0.72740 4.06270 0.000
F -5.31180 -0.46940 5.25180 0.000
C -4.66760 -2.03260 3.60990 0.000
C -4.06410 -2.29040 2.39000 0.001
H -5.84680 -5.73400 -0.59460 0.000
H -5.23140 -3.38620 -0.07490 0.000
H -1.25670 -4.14620 -1.43500 -0.003
H -1.92150 -6.44200 -2.09340 0.000
H -2.76200 -1.30640 -3.27220 0.003
H -4.45590 -0.62100 -4.94840 0.000
H -7.22300 0.21400 -1.81250 0.000
H -5.53610 -0.48280 -0.12860 0.000
H -3.17760 0.85500 1.53330 -0.001
H -4.22970 1.32250 3.72720 0.000
H -5.08950 -2.82390 4.21050 0.000
H -3.99360 -3.30970 2.03810 0.000
```